1.
Below is the molecule C3H5NOS, with properties calculated with ωB97M-V/def2-TZVPD.

Frontier orbital gap (spin up / spin down), Ha: 0.2640 / 0.2640
Energy, eV: -17561.61142
Largest force on an atom, eV/Å: 5.88
Energy relative to the best compared isomer or geometry (same formula, charge and spin), kJ/mol: 352.8
Highest occupied orbital energy (spin up / spin down), hartree: -0.304 / -0.304
SMILES: C=C[C@@H](O)N=S
E_LUMO (spin up / spin down), hartree: -0.040 / -0.040

XYZ file:
```
11
Properties=species:S:1:pos:R:3:forces:R:3
C -0.7946 -1.5357 0.3467 2.13 5.27 -1.50
C -0.4965 -0.2104 0.1293 1.28 -2.14 0.19
C 0.7604 0.4275 -0.5573 0.06 -2.23 2.11
N 1.8647 0.6597 0.4831 -1.67 0.66 -0.22
O 0.4364 1.6471 -1.0258 -0.11 0.87 -1.31
S 2.9728 -0.3570 0.7195 0.59 -0.88 -0.12
H -1.5941 -1.8063 0.9016 -2.53 -0.80 1.54
H -0.1623 -2.2535 -0.0351 1.25 -1.59 -0.75
H -1.0627 0.6080 0.5134 -0.96 0.11 0.59
H 1.1478 -0.2600 -1.2930 0.21 0.09 -0.65
H -0.2279 1.9885 -0.4328 -0.27 0.62 0.13
```
Forces are in eV/Å.

In elementary charge units, the Löwdin charges are: number 1, C, carries 0.07; number 2, C, carries -0.07; number 3, C, carries -0.53; number 4, N, carries -0.49; number 5, O, carries 0.00; number 6, S, carries 0.69; number 7, H, carries 0.02; number 8, H, carries 0.03; number 9, H, carries 0.08; number 10, H, carries 0.12; number 11, H, carries 0.08



2.
Below is the molecule C6H10N2, with properties calculated with ωB97M-V/def2-TZVPD.

Frontier orbital gap, Ha: 0.3546
Energy, eV: -9359.58891
Largest force on an atom, eV/Å: 6.38
Energy relative to the best compared isomer or geometry (same formula, charge and spin), kJ/mol: 467.8
Highest occupied orbital energy, hartree: -0.319
SMILES: N[C@]12C=C[C@](N)(C1)C2
E_LUMO, hartree: 0.036

XYZ file:
```
18
Properties=species:S:1:pos:R:3:forces:R:3
C 1.0419 0.0672 -0.0745 -2.37 -1.36 -0.47
C 0.0523 -0.4140 1.1029 0.98 -1.90 -1.83
C -1.0662 -0.0296 -0.0377 0.73 -1.90 0.05
C 0.0192 -0.7372 -0.9825 -1.26 5.32 0.64
C -0.7804 1.5260 -0.0106 3.73 -0.78 -2.72
C 0.6149 1.5880 -0.2892 -3.62 -2.29 2.22
H 2.9943 0.2218 -0.6744 -1.88 -3.10 1.63
H 2.8016 -0.6521 0.8771 -1.49 0.32 -3.35
H 0.4001 -1.5118 1.3355 -1.40 1.71 -0.55
H -0.0204 0.1314 1.9824 0.16 1.23 1.69
H -3.0641 -0.1347 0.6001 1.50 -0.31 -2.71
H -2.6467 -1.4576 -0.0636 0.94 -1.16 -0.38
H -0.0711 -0.5840 -2.0209 0.10 0.97 -1.46
H 0.0672 -1.7424 -0.8879 0.23 -3.17 1.14
H -1.4573 2.3903 -0.0480 0.09 -0.76 0.10
H 1.2527 2.4426 -0.3481 0.26 0.34 -0.11
N 2.3230 -0.6034 -0.1734 4.56 4.00 1.98
N -2.4613 -0.5005 -0.2873 -1.26 2.83 4.11
```
Forces are in eV/Å.

In elementary charge units, the Löwdin charges are: number 1, C, carries -0.50; number 2, C, carries -0.05; number 3, C, carries -0.40; number 4, C, carries -0.07; number 5, C, carries 0.00; number 6, C, carries 0.02; number 7, H, carries 0.14; number 8, H, carries 0.13; number 9, H, carries 0.14; number 10, H, carries 0.06; number 11, H, carries 0.13; number 12, H, carries 0.04; number 13, H, carries 0.09; number 14, H, carries 0.06; number 15, H, carries 0.09; number 16, H, carries 0.07; number 17, N, carries 0.00; number 18, N, carries 0.04



3.
Below is a structure of composition C30H26N7RuS, with properties calculated with ωB97M-V/def2-TZVPD.

Frontier orbital gap (spin up / spin down), Ha: 0.2274 / 0.1529
Energy, eV: -55352.02915
Largest force on an atom, eV/Å: 0.69
Charge: +3
Energy relative to the best compared isomer or geometry (same formula, charge and spin), kJ/mol: 36.5
Highest occupied orbital energy (spin up / spin down), hartree: -0.581 / -0.581
2S+1: 5
E_LUMO (spin up / spin down), hartree: -0.354 / -0.429

XYZ file:
```
65
Properties=species:S:1:pos:R:3:forces:R:3
Ru -0.4808 -1.0002 -1.5401 0.14 0.34 0.59
C -4.9721 -4.3558 2.8568 -0.02 -0.03 -0.01
C -3.8283 -3.7051 2.1636 0.00 0.03 0.00
C -2.5052 -4.0957 2.4330 0.04 0.00 -0.03
C -1.4658 -3.4910 1.7902 -0.01 -0.01 0.04
C -1.6712 -2.4545 0.8383 -0.06 0.04 0.01
N -0.5873 -1.8494 0.2810 0.01 -0.30 -0.18
C 0.5814 -1.6669 1.0254 0.06 0.07 0.04
C 0.4792 -1.2296 2.3611 0.02 0.01 -0.03
C 1.5985 -1.0193 3.1309 -0.02 0.00 0.00
C 2.8825 -1.2078 2.6072 0.00 -0.02 0.01
C 4.1015 -0.9439 3.4279 0.01 0.01 0.01
C 2.9947 -1.6128 1.2735 -0.05 0.01 -0.03
C 1.8791 -1.8441 0.4942 -0.03 0.02 0.10
N 2.0653 -2.3311 -0.8271 0.06 -0.08 -0.04
C 3.0172 -3.1598 -1.2858 -0.08 -0.03 0.00
C 2.8547 -3.2937 -2.6544 -0.01 0.08 -0.01
C 1.7681 -2.4976 -2.9662 0.09 0.00 -0.09
N 1.2916 -1.9014 -1.8556 -0.19 -0.01 0.08
C -3.0159 -2.1028 0.5169 -0.07 -0.16 -0.04
C -4.0489 -2.7235 1.1875 0.06 0.00 -0.06
N -3.3429 -1.1169 -0.4610 -0.02 0.10 0.05
C -4.5721 -0.6199 -0.7239 0.05 0.02 -0.01
C -4.5150 0.1304 -1.8774 0.04 -0.04 -0.01
C -3.1960 0.0496 -2.2872 -0.04 0.17 0.01
N -2.4779 -0.6871 -1.4242 0.11 -0.21 0.00
H -4.7252 -4.5756 3.8948 0.00 0.00 0.00
H -5.1933 -5.3128 2.3726 0.00 -0.01 0.01
H -5.8739 -3.7485 2.8208 0.00 0.00 0.00
H -2.3152 -4.8959 3.1360 0.00 0.01 0.03
H -0.4496 -3.8140 1.9723 0.01 0.01 0.01
H -0.5053 -1.0505 2.7736 -0.01 0.01 0.00
H 1.4849 -0.6876 4.1547 0.00 0.00 0.01
H 3.8965 -1.0598 4.4900 0.00 0.00 0.00
H 4.4388 0.0839 3.2680 0.00 0.00 0.00
H 4.9220 -1.6035 3.1506 0.00 0.00 0.00
H 3.9806 -1.7416 0.8444 0.00 0.00 -0.02
H 3.7265 -3.6176 -0.6160 0.03 0.01 0.00
H 3.4524 -3.8855 -3.3254 -0.01 -0.03 -0.01
H 1.3003 -2.3249 -3.9234 0.01 -0.01 -0.01
H -5.0757 -2.4780 0.9628 -0.01 0.00 -0.01
H -5.4123 -0.8167 -0.0832 -0.02 0.01 0.01
H -5.3247 0.6553 -2.3533 -0.01 0.02 0.00
H -2.7166 0.5063 -3.1393 0.00 0.00 0.00
S 0.8063 5.2898 -2.9856 0.28 -0.16 -0.08
C 0.5428 3.6198 -2.5726 -0.02 0.09 0.02
C 0.0531 3.2046 -1.3212 0.18 -0.01 0.09
C -0.1697 1.8763 -1.0870 0.03 -0.02 -0.01
N 0.0709 0.9258 -2.0247 -0.16 -0.01 -0.46
C 0.5446 1.3122 -3.2333 0.07 0.01 0.03
C 0.7845 2.6260 -3.5362 -0.19 0.00 -0.10
C 1.5582 5.8668 -1.4693 -0.27 0.10 0.18
C 0.8108 6.5434 -0.5158 0.03 0.01 -0.08
C 1.4654 6.9616 0.6378 -0.08 0.02 -0.02
N 2.7554 6.7458 0.8615 0.01 0.05 0.08
C 3.4612 6.1297 -0.0775 0.10 -0.05 -0.05
C 2.9154 5.6674 -1.2688 -0.04 -0.04 -0.03
H -0.1512 3.9275 -0.5433 0.02 -0.01 0.02
H -0.5556 1.5338 -0.1327 -0.02 0.02 -0.01
H 0.7514 0.5291 -3.9519 -0.01 0.01 -0.01
H 1.1714 2.8882 -4.5117 0.02 -0.01 0.00
H -0.2370 6.7638 -0.6695 -0.01 -0.01 0.01
H 0.9238 7.4984 1.4077 0.00 -0.01 0.00
H 4.5185 5.9999 0.1226 0.00 0.00 -0.01
H 3.5350 5.1869 -2.0134 0.00 0.00 -0.01
```
Forces are in eV/Å.

In elementary charge units, the Löwdin charges are: number 1, Ru, carries 1.52; number 2, C, carries 0.00; number 3, C, carries -0.19; number 4, C, carries 0.02; number 5, C, carries 0.03; number 6, C, carries -0.19; number 7, N, carries -0.04; number 8, C, carries -0.22; number 9, C, carries 0.01; number 10, C, carries 0.02; number 11, C, carries -0.21; number 12, C, carries -0.01; number 13, C, carries 0.06; number 14, C, carries -0.11; number 15, N, carries -0.06; number 16, C, carries 0.03; number 17, C, carries 0.02; number 18, C, carries -0.07; number 19, N, carries -0.12; number 20, C, carries -0.07; number 21, C, carries 0.06; number 22, N, carries -0.04; number 23, C, carries 0.03; number 24, C, carries 0.03; number 25, C, carries -0.07; number 26, N, carries -0.12; number 27, H, carries 0.11; number 28, H, carries 0.12; number 29, H, carries 0.10; number 30, H, carries 0.14; number 31, H, carries 0.14; number 32, H, carries 0.14; number 33, H, carries 0.14; number 34, H, carries 0.10; number 35, H, carries 0.11; number 36, H, carries 0.10; number 37, H, carries 0.14; number 38, H, carries 0.16; number 39, H, carries 0.13; number 40, H, carries 0.13; number 41, H, carries 0.12; number 42, H, carries 0.15; number 43, H, carries 0.14; number 44, H, carries 0.13; number 45, S, carries 1.11; number 46, C, carries -0.47; number 47, C, carries -0.02; number 48, C, carries -0.11; number 49, N, carries -0.14; number 50, C, carries -0.10; number 51, C, carries -0.04; number 52, C, carries -0.52; number 53, C, carries -0.08; number 54, C, carries -0.11; number 55, N, carries 0.09; number 56, C, carries -0.11; number 57, C, carries -0.07; number 58, H, carries 0.12; number 59, H, carries 0.12; number 60, H, carries 0.12; number 61, H, carries 0.13; number 62, H, carries 0.12; number 63, H, carries 0.12; number 64, H, carries 0.12; number 65, H, carries 0.11